a) This record from the Open Molecules 2025 dataset describes C3H6O2 in the gas phase. The level of theory is ωB97M-V/def2-TZVPD.

Values from the calculation:
- frontier orbital gap (eV) = 5.2

```
! wB97M-V def2-TZVPD RIJCOSX def2/J DEFGRID3
* xyz 0 1
O 2.001 0.749 -0.207
C 1.354 -0.403 -0.199
C -0.154 -0.691 0.510
C -1.358 -0.107 -0.014
O -1.024 1.610 -0.062
H 2.116 -1.141 0.045
H 1.034 -0.486 -1.205
H -0.222 -1.137 1.526
H -2.104 0.025 0.730
H -1.598 -0.190 -1.138
H -0.045 1.772 0.014
*
```

In the natural (NBO) picture, each atom carries the following charge in e:
1 O -0.660
2 C -0.108
3 C 0.144
4 C -0.250
5 O -0.710
6 H 0.163
7 H 0.218
8 H 0.198
9 H 0.231
10 H 0.276
11 H 0.499

b) This record from the Open Molecules 2025 dataset describes C3H6O2 in the gas phase. The level of theory is ωB97M-V/def2-TZVPD.

Values from the calculation:
- frontier orbital gap (eV) = 12.0
- SMILES = CCOC=O

```
! wB97M-V def2-TZVPD RIJCOSX def2/J DEFGRID3
* xyz 0 1
C -0.967 0.907 -0.362
C 0.581 0.603 -0.234
O 0.787 -0.786 -0.569
C 0.619 -1.632 0.511
O 0.249 -1.343 1.587
H -1.210 1.931 0.265
H -1.317 0.909 -1.467
H -1.632 -0.011 0.157
H 1.158 1.294 -0.865
H 0.859 0.758 0.788
H 0.872 -2.630 0.187
*
```

In the natural (NBO) picture, each atom carries the following charge in e:
1 C -0.649
2 C -0.100
3 O -0.518
4 C 0.652
5 O -0.561
6 H 0.222
7 H 0.219
8 H 0.223
9 H 0.196
10 H 0.196
11 H 0.119

c) This record from the Open Molecules 2025 dataset describes C3H6O2 in the gas phase. The level of theory is ωB97M-V/def2-TZVPD.

Values from the calculation:
- frontier orbital gap (eV) = 10.8
- SMILES = C[C@]1(O)CO1

```
! wB97M-V def2-TZVPD RIJCOSX def2/J DEFGRID3
* xyz 0 1
C 1.065 0.627 -0.635
C 0.087 -0.074 0.296
O 0.675 -0.684 1.362
C -1.228 -0.487 -0.151
O -1.265 0.411 0.936
H 2.043 0.791 -0.168
H 0.647 1.580 -0.954
H 1.228 0.024 -1.543
H -0.118 -0.668 1.935
H -1.541 -1.520 -0.027
H -1.594 0.000 -1.051
*
```

In the natural (NBO) picture, each atom carries the following charge in e:
1 C -0.662
2 C 0.499
3 O -0.691
4 C -0.144
5 O -0.556
6 H 0.236
7 H 0.237
8 H 0.228
9 H 0.498
10 H 0.179
11 H 0.176

Which structure is the most stable? The one labeled b).